{"formula": "C4H8Cl2N", "method": "wB97M-V/def2-TZVPD", "total_charge": 1, "gap_ev": 8.732, "largest_force_ev_per_a": 4.752, "e_lumo_ev": -5.0, "species": ["C", "C", "C", "C", "N", "Cl", "Cl", "H", "H", "H", "H", "H", "H", "H", "H"], "xyz": [[-1.1035, 1.0148, 0.0506], [2.5249, 0.4523, 0.5893], [-0.8771, -1.4336, 0.5348], [-0.6347, 0.4259, -1.2492], [-0.2432, -0.1505, 0.1092], [2.8272, 1.1936, -0.8956], [3.7510, 0.4455, 1.5827], [-0.6180, 1.9390, 0.4026], [-1.5678, -1.3023, 1.2996], [-1.2903, -1.8356, -0.3585], [-0.2349, -2.2355, 0.8556], [0.0581, 0.8315, -1.9528], [-1.3599, -0.1713, -1.7258], [-2.0338, 0.8068, 0.3443], [0.8020, 0.0193, 0.4134]], "forces_ev_per_angstrom": [[4.14, 1.72, -1.58], [-2.25, -0.06, -1.44], [1.17, -0.23, -1.51], [-0.70, -0.13, 1.87], [1.43, -0.57, -0.33], [0.27, 0.23, -0.37], [2.08, -0.06, 1.73], [-0.49, -0.52, -0.12], [-1.38, 0.60, 1.16], [-0.99, -0.34, -0.49], [1.12, 0.33, 0.20], [0.81, 0.41, 0.41], [-0.70, -0.78, -0.41], [-3.58, -0.41, 1.05], [-0.94, -0.19, -0.16]], "mulliken_charge": [-0.246, -0.152, -0.932, -0.374, 0.308, -0.021, 0.047, 0.214, 0.387, 0.368, 0.332, 0.193, 0.256, 0.311, 0.308]}

=====

{"formula": "C5H11N2O", "method": "wB97M-V/def2-TZVPD", "total_charge": -1, "gap_ev": 6.128, "largest_force_ev_per_a": 2.930, "e_lumo_ev": 3.6, "smiles": "C=NCC[C@H](N)C[O-]", "species": ["C", "N", "C", "C", "C", "N", "C", "O", "H", "H", "H", "H", "H", "H", "H", "H", "H", "H", "H"], "xyz": [[-2.2089, -0.8668, -2.2795], [-2.4486, -0.8246, -1.0472], [-1.3642, -0.7548, -0.0698], [-0.2112, 0.2167, -0.2293], [0.9131, -0.0223, 0.7879], [0.4071, 0.3052, 2.1507], [2.1590, 0.9310, 0.2876], [2.4918, 1.8091, 1.2118], [-3.0531, -0.8840, -2.9984], [-1.2080, -0.7970, -2.7772], [-2.0230, -0.4439, 0.8382], [-0.8850, -1.7047, 0.1166], [0.2832, 0.1308, -1.2030], [-0.6090, 1.2085, -0.0659], [1.2641, -1.0669, 0.8997], [0.6079, 1.3142, 2.2083], [1.0766, -0.1210, 2.7745], [3.0295, 0.2536, 0.0678], [1.7787, 1.3171, -0.6729]], "forces_ev_per_angstrom": [[0.20, 0.47, -1.03], [0.19, -0.46, -0.95], [-1.70, 1.10, 2.12], [0.17, -0.98, 0.10], [0.05, 0.38, 0.21], [0.22, 0.41, -0.95], [-0.21, -1.13, 1.43], [-0.02, 1.07, 0.37], [0.31, -0.12, 0.46], [-0.44, -0.14, 0.61], [1.96, -0.77, -0.87], [-0.48, -0.75, 0.00], [-0.43, 0.12, -0.17], [0.26, 0.59, -0.23], [-0.38, 0.15, -0.77], [0.23, -0.24, 0.27], [0.13, 0.19, 0.33], [-0.26, -0.31, -0.44], [0.19, 0.41, -0.47]], "mulliken_charge": [-0.225, -0.483, -0.447, -0.760, 0.085, -0.746, -0.467, -0.897, 0.248, 0.213, 0.225, 0.290, 0.410, 0.152, 0.488, 0.281, 0.275, 0.158, 0.201]}

=====

{"formula": "C6H8N2O", "method": "wB97M-V/def2-TZVPD", "total_charge": 0, "gap_ev": 9.790, "largest_force_ev_per_a": 4.766, "e_lumo_ev": 0.7, "species": ["C", "C", "C", "C", "C", "C", "H", "H", "H", "H", "H", "H", "H", "H", "N", "N", "O"], "xyz": [[0.2644, 2.2019, -1.5680], [-0.2804, 1.0648, -1.1140], [-0.8077, -0.2322, -1.8943], [0.2690, -0.7756, 0.1154], [-0.5562, 0.4494, 0.1923], [0.4409, -0.7170, 1.6394], [0.4500, 3.0560, -0.9572], [0.5859, 2.4352, -2.6228], [-2.0580, -0.1212, -1.7465], [-0.7391, -0.4028, -3.2953], [0.4382, -1.9883, -1.6817], [1.2701, -0.2395, -0.0094], [-1.6069, 0.0391, 0.2424], [-0.0582, 1.3199, 2.2025], [-0.2344, -1.4164, -1.0971], [0.1215, 0.6713, 1.4947], [0.8160, -1.3538, 2.6075]], "forces_ev_per_angstrom": [[-0.11, -0.56, -1.01], [-0.56, -0.27, -2.36], [-1.89, -0.03, -2.89], [2.24, 0.22, -2.20], [-0.53, 0.65, 2.32], [0.00, 0.11, 2.06], [0.14, 0.19, 0.88], [-0.77, -0.91, 1.03], [3.40, -0.71, -0.49], [0.30, 0.72, 4.70], [-1.02, 1.21, 1.26], [-0.39, -1.38, -0.79], [0.71, 1.15, 0.44], [-0.50, 0.87, 1.16], [0.08, -0.78, -1.36], [-0.37, -1.44, -0.73], [-0.76, 0.94, -2.02]], "mulliken_charge": [-0.853, 0.295, -0.491, 0.228, -0.133, 0.259, 0.279, 0.244, 0.192, 0.293, 0.307, 0.255, 0.253, 0.166, -0.494, -0.207, -0.595]}

=====

{"formula": "C2H4N2S3", "method": "wB97M-V/def2-TZVPD", "spin_multiplicity": 3, "total_charge": 0, "gap_ev": [3.855, 3.596], "largest_force_ev_per_a": 4.038, "e_lumo_ev": [-0.7, -4.1], "s2": 2.0168, "species": ["C", "C", "N", "N", "S", "S", "S", "H", "H", "H", "H"], "xyz": [[1.2811, 0.6706, 0.3351], [-1.4207, -1.5215, 0.4292], [1.4909, 0.0323, -0.8783], [-1.6203, -0.4369, -0.0513], [-2.5242, 0.9247, 0.0309], [-0.8946, -2.9626, 0.6406], [0.9921, 2.2095, 0.4482], [1.3552, 0.0534, 1.1688], [1.4823, -0.9742, -0.6402], [1.1694, 0.4306, -1.7358], [-1.3111, 1.5741, 0.2529]], "forces_ev_per_angstrom": [[0.52, -2.10, -2.56], [-0.41, 0.18, -0.86], [0.55, -1.64, 2.45], [0.51, -0.16, 0.12], [0.29, 1.00, 0.28], [0.56, -1.43, 0.65], [-1.44, 3.74, 0.47], [0.23, -1.09, 1.42], [-0.14, 0.75, -1.60], [-0.26, -0.15, -0.27], [-0.41, 0.89, -0.09]], "lowdin_spin": [0.315, 0.151, 0.122, 0.176, 0.492, 0.247, 0.432, 0.025, 0.002, 0.008, 0.029]}

=====

{"formula": "C29H51LuNO2SSi2", "method": "wB97M-V/def2-TZVPD", "total_charge": 1, "gap_ev": 7.372, "largest_force_ev_per_a": 2.058, "e_lumo_ev": -2.6, "species": ["O", "O", "C", "C", "H", "H", "H", "H", "H", "C", "C", "H", "H", "H", "H", "H", "C", "C", "C", "H", "H", "H", "H", "H", "C", "H", "H", "H", "H", "H", "H", "Lu", "C", "Si", "H", "H", "C", "C", "C", "C", "Si", "H", "H", "C", "C", "C", "H", "H", "H", "H", "H", "H", "H", "H", "H", "H", "H", "H", "H", "H", "H", "H", "H", "H", "S", "C", "C", "C", "C", "C", "C", "N", "C", "C", "C", "C", "C", "C", "C", "H", "H", "H", "H", "H", "H", "H", "H"], "xyz": [[2.3590, 0.0235, -1.6008], [2.0354, -2.3476, -2.1311], [2.3674, 0.9394, -2.7478], [2.6754, 2.3533, -2.3407], [1.3526, 0.8559, -3.1540], [3.0894, 0.5735, -3.4905], [1.9820, 2.7079, -1.5737], [2.5704, 2.9945, -3.2214], [3.7075, 2.4641, -1.9890], [3.6002, -0.0049, -0.8161], [4.7744, -0.5134, -1.6014], [3.3636, -0.6286, 0.0568], [3.7530, 1.0179, -0.4563], [4.5832, -1.4994, -2.0413], [5.6373, -0.6128, -0.9318], [5.0528, 0.1853, -2.3981], [1.8281, -3.2923, -0.9779], [1.5366, -2.7413, -3.4779], [3.1340, -3.9554, -0.6499], [1.0505, -3.9949, -1.2963], [1.4577, -2.6708, -0.1568], [3.5318, -4.5257, -1.4958], [2.9792, -4.6551, 0.1763], [3.8848, -3.2220, -0.3316], [2.5464, -3.6329, -4.1409], [1.3917, -1.7990, -4.0049], [0.5709, -3.2393, -3.3323], [3.5492, -3.1909, -4.1365], [2.2567, -3.7847, -5.1827], [2.5941, -4.6155, -3.6662], [2.0734, -1.2710, -1.9004], [-0.7673, 0.6391, 0.8337], [-0.8611, 0.0229, -1.4148], [-2.4197, -0.6794, -2.1470], [-0.5544, 0.9312, -1.9516], [-0.0554, -0.7166, -1.5690], [-2.4372, -0.6671, -4.0356], [-3.9031, 0.2753, -1.5065], [-2.6410, -2.4679, -1.6101], [0.8902, 2.1838, 1.1210], [1.6365, 1.5652, 2.7047], [0.5288, 3.2293, 1.1083], [1.6443, 2.1137, 0.3160], [3.4973, 1.8700, 2.7313], [1.3215, -0.2998, 2.6972], [1.0067, 2.2617, 4.3225], [-1.6910, -3.0194, -1.6152], [-3.3300, -2.9886, -2.2951], [-3.0641, -2.5242, -0.5976], [-2.1735, 0.3277, -4.4333], [-3.4309, -0.9270, -4.4192], [-1.7194, -1.3899, -4.4559], [-3.6661, 1.3442, -1.4075], [-4.2319, -0.0979, -0.5261], [-4.7543, 0.1846, -2.2047], [2.2819, -0.8027, 2.5160], [0.6131, -0.7452, 1.9565], [0.9674, -0.6232, 3.6850], [1.5746, 1.8552, 5.1740], [-0.0562, 2.0425, 4.4928], [1.1360, 3.3538, 4.3377], [3.9046, 1.7976, 3.7503], [3.6975, 2.8866, 2.3628], [4.0424, 1.1619, 2.0929], [-4.4164, 1.7872, 3.4482], [-4.0959, 3.2687, 2.5407], [-4.7433, 4.4910, 2.6731], [-4.3379, 5.5558, 1.8540], [-3.2980, 5.3904, 0.9225], [-2.6439, 4.1542, 0.7855], [-3.0635, 3.0921, 1.6092], [-2.5509, 1.7772, 1.6252], [-3.1651, 0.9808, 2.5469], [-2.8555, -0.4308, 2.7515], [-3.5519, -1.1849, 3.7354], [-3.3080, -2.5492, 3.8832], [-2.3536, -3.1823, 3.0795], [-1.6343, -2.4320, 2.1269], [-1.8734, -1.0759, 1.9647], [-5.5409, 4.5823, 3.4073], [-4.8321, 6.5235, 1.9462], [-2.9996, 6.2395, 0.3013], [-1.8330, 3.9950, 0.0699], [-4.2792, -0.6768, 4.3774], [-3.8617, -3.1235, 4.6345], [-2.1579, -4.2543, 3.1911], [-0.8789, -2.9434, 1.5233]], "forces_ev_per_angstrom": [[0.47, -0.31, -0.04], [-0.43, -0.56, 0.21], [-0.18, -0.40, 0.04], [0.12, 0.30, -0.06], [0.25, -0.02, 0.09], [-0.16, 0.01, 0.13], [0.13, -0.05, -0.12], [-0.01, -0.07, 0.10], [-0.22, 0.05, -0.04], [-0.68, 0.40, 0.10], [0.43, -0.11, -0.13], [0.03, 0.10, -0.24], [0.07, -0.29, 0.07], [0.01, 0.20, 0.06], [-0.14, 0.05, -0.14], [0.00, -0.17, 0.13], [-0.01, 0.54, -0.67], [0.06, 0.07, 0.59], [0.31, -0.18, 0.13], [0.13, 0.21, 0.09], [-0.04, -0.10, -0.19], [-0.11, 0.15, 0.15], [0.01, 0.08, -0.04], [-0.16, -0.15, -0.08], [0.24, -0.17, -0.20], [-0.03, -0.03, 0.06], [0.14, 0.25, -0.02], [-0.22, -0.01, 0.02], [-0.02, -0.02, 0.05], [-0.01, 0.09, -0.04], [0.07, 0.25, -0.06], [-0.44, -0.07, -1.42], [0.01, -0.26, -0.03], [0.10, -0.01, 0.15], [0.00, 0.08, -0.07], [-0.05, 0.07, 0.00], [0.14, 0.22, -0.15], [-0.34, 0.18, -0.24], [-0.14, -0.22, -0.03], [0.31, 0.68, 0.29], [0.56, 0.99, -0.52], [0.17, -0.29, 0.21], [-0.12, -0.12, 0.32], [0.15, -0.10, 0.15], [0.10, -0.65, 0.01], [-0.32, 0.14, 0.10], [-0.11, 0.02, 0.02], [0.19, 0.12, 0.23], [0.17, -0.03, -0.20], [-0.11, -0.30, 0.10], [0.14, 0.01, 0.02], [-0.16, 0.16, 0.13], [-0.13, -0.15, -0.02], [0.11, 0.09, -0.16], [0.24, 0.07, 0.32], [-0.17, 0.00, 0.02], [0.50, -0.06, 0.61], [-0.04, -0.14, -0.29], [-0.16, 0.03, -0.28], [0.15, 0.09, 0.02], [-0.07, -0.25, -0.01], [-0.01, -0.05, -0.26], [-0.05, -0.25, 0.09], [-0.01, 0.14, 0.09], [0.62, 0.49, -0.82], [-0.05, 0.03, 0.03], [0.10, 0.38, -0.23], [-0.06, -0.48, 0.29], [0.21, -0.58, 0.03], [-0.43, 0.10, 0.34], [0.02, -0.60, 0.24], [-1.10, -0.75, 1.39], [0.31, 1.69, -1.13], [-0.12, -1.74, 0.72], [0.06, 0.43, -0.31], [-0.06, 0.16, 0.10], [0.27, 0.20, -0.46], [-0.76, -0.60, 1.00], [0.32, 0.89, -0.28], [0.12, 0.23, -0.21], [0.14, -0.30, -0.03], [-0.08, -0.37, 0.22], [-0.29, 0.14, 0.22], [0.14, -0.37, -0.12], [0.25, 0.28, -0.32], [-0.15, 0.40, 0.02], [-0.15, 0.12, 0.14]], "mulliken_charge": [-0.322, 0.385, -0.332, -1.303, 0.354, 0.375, 0.229, 0.448, 0.331, 0.072, -1.414, 0.035, 0.570, 0.163, 0.457, 0.360, 0.191, 0.095, -1.297, 0.442, -0.135, 0.291, 0.469, 0.242, -1.369, 0.278, 0.198, 0.293, 0.434, 0.330, 0.159, 1.085, -0.218, 0.134, 0.410, -0.704, -1.110, -0.968, -0.791, -0.507, 0.270, 0.548, -0.390, -1.097, -0.465, -1.130, 0.070, 0.387, 0.258, 0.323, 0.327, 0.257, 0.240, 0.241, 0.382, 0.488, -0.463, 0.400, 0.333, 0.301, 0.331, 0.354, 0.330, 0.256, -0.355, 1.075, -0.662, -0.534, -0.671, -0.496, -0.660, -0.022, 0.638, 0.702, -1.013, -0.918, -0.520, -0.309, 0.688, 0.416, 0.388, 0.394, 0.419, 0.417, 0.366, 0.430, 0.317]}

=====

{"formula": "C7H11N3O3", "method": "wB97M-V/def2-TZVPD", "total_charge": 0, "gap_ev": 9.538, "largest_force_ev_per_a": 3.434, "e_lumo_ev": 0.2, "smiles": "O=c1cc[nH]c(=O)[nH]1.CNC(C)=O", "species": ["O", "C", "C", "C", "N", "C", "O", "N", "H", "H", "H", "H", "C", "N", "C", "C", "O", "H", "H", "H", "H", "H", "H", "H"], "xyz": [[0.3963, -1.1642, -3.1773], [-0.4352, -0.8141, -2.3165], [-1.1225, -1.5901, -1.2793], [-1.8129, -0.8364, -0.3190], [-1.9353, 0.5426, -0.3018], [-1.5391, 1.3394, -1.4016], [-1.7447, 2.5045, -1.5028], [-0.7966, 0.5817, -2.3305], [-1.0529, -2.7118, -1.3589], [-2.4621, -1.3017, 0.4146], [-2.4045, 1.0576, 0.3828], [-0.6548, 0.9939, -3.3159], [0.3635, 1.5371, 0.5795], [1.4447, 0.5989, 0.8713], [1.3013, -0.2057, 1.9533], [2.2317, -1.3434, 2.0878], [0.4159, 0.0491, 2.7785], [-0.4624, 1.3548, 1.3785], [0.6571, 2.7087, 0.7833], [-0.0951, 1.3046, -0.4260], [2.2901, 0.4307, 0.2679], [2.7982, -1.5035, 1.1581], [1.6704, -2.2632, 2.1340], [2.9489, -1.2694, 2.9400]], "forces_ev_per_angstrom": [[-2.14, 0.19, 1.99], [1.37, 0.60, -1.40], [-0.43, 0.99, 0.89], [-0.02, -1.00, -1.35], [0.16, -1.42, -3.12], [0.10, -2.65, -0.84], [-0.54, 1.12, 0.01], [-0.36, 0.29, -2.00], [-0.27, 1.56, 0.55], [0.50, -0.20, 0.19], [-0.89, 0.34, 1.30], [-0.06, -0.51, 2.47], [-0.26, 2.23, 1.15], [0.95, -0.30, -0.85], [-1.23, 1.37, 1.13], [1.50, -0.78, -0.46], [0.65, -0.94, -0.29], [1.82, 0.21, -1.42], [-0.48, -2.90, -1.00], [2.41, 1.10, 2.07], [-1.78, 0.54, 0.69], [0.19, 0.37, 0.27], [-0.38, -0.23, 0.60], [-0.81, 0.03, -0.58]], "mulliken_charge": [-0.660, 0.486, -0.479, -0.239, -0.156, 0.492, -0.572, -0.112, 0.371, 0.377, 0.212, 0.284, -0.401, -0.174, 0.789, -1.055, -0.669, 0.198, 0.279, -0.084, 0.247, 0.329, 0.278, 0.261]}

=====

Electronic energy (eV)
-30801.897; -10389.361; -11374.159; -37618.710; -96691.101; -18049.639
Energy above the lowest of the compared OMol25 structures with the same formula, charge and spin (kcal per mole)
62.0; 27.1; 119.6; 63.4; 0.0; 29.5